{"formula": "C3H4BrN", "method": "ωB97M-V/def2-TZVPD", "species": ["Br", "N", "C", "C", "C", "H", "H", "H", "H"], "xyz": [[-1.25861, -0.62530, -2.47744], [1.59933, -0.86957, -1.78238], [-1.71212, 0.48916, 0.40685], [0.99238, -0.35103, -0.78804], [-0.37512, -0.08267, -0.95655], [1.44540, -0.06455, 0.16394], [-1.27206, 0.95987, 1.25816], [-2.66312, 0.66961, -0.02978], [2.59476, -1.03081, -1.68246]], "lumo_energy_ev": [-0.8, -0.4], "de_lowest_kcal_mol": 114.08}

---

{"formula": "C52H53N4O3Si", "method": "ωB97M-V/def2-TZVPD", "species": ["Si", "O", "O", "O", "N", "N", "N", "N", "C", "C", "C", "C", "C", "C", "C", "C", "C", "C", "C", "C", "C", "C", "C", "C", "C", "C", "C", "C", "C", "C", "C", "C", "C", "C", "C", "C", "C", "C", "C", "C", "C", "C", "C", "C", "C", "C", "C", "C", "C", "C", "C", "C", "C", "C", "C", "C", "C", "C", "C", "C", "H", "H", "H", "H", "H", "H", "H", "H", "H", "H", "H", "H", "H", "H", "H", "H", "H", "H", "H", "H", "H", "H", "H", "H", "H", "H", "H", "H", "H", "H", "H", "H", "H", "H", "H", "H", "H", "H", "H", "H", "H", "H", "H", "H", "H", "H", "H", "H", "H", "H", "H", "H", "H"], "xyz": [[1.72988, 0.17692, 2.01642], [5.66455, 8.44823, -3.40156], [6.99775, 0.68191, 7.18449], [6.47922, 2.73122, 7.79762], [6.77138, 1.88353, 6.92149], [6.11362, 6.09824, -0.81123], [2.46613, 2.91749, 2.35360], [5.65073, 8.28445, -1.10009], [2.74566, -1.33251, 2.41689], [2.42482, 1.70062, 4.38748], [6.18471, 4.86308, -0.29250], [7.90634, 7.19414, -6.91782], [7.10494, 6.12745, -6.48790], [6.45659, 1.68616, 3.26595], [5.94805, 3.95510, 4.00754], [4.20545, -3.69217, 2.88983], [5.99430, 2.99955, 2.94896], [6.04476, 4.61027, 1.07078], [8.73453, 7.86163, -6.00436], [3.11719, -3.70556, 2.01112], [1.79657, 4.98982, -3.63307], [2.33823, 4.44522, 0.56143], [0.92401, 5.02927, -1.38172], [1.76614, 3.79581, 3.26615], [7.10621, 5.75213, -5.14189], [6.35118, 3.62649, 5.29572], [-1.85910, -1.35815, 3.36442], [2.70766, 1.59548, 2.86860], [2.17176, 4.61756, -0.87432], [2.67174, 0.42816, -2.01060], [8.73924, 7.47706, -4.66117], [6.78994, 2.31584, 5.56537], [-0.83705, 1.19532, 2.84788], [-0.00877, 0.07002, 2.68479], [5.77226, 7.29587, -0.03514], [5.72012, 3.37302, 1.57823], [-0.53041, -1.20641, 2.95154], [4.56582, -2.50342, 3.53420], [1.87746, 3.10215, 4.63691], [6.90831, 7.70450, 0.92644], [0.41260, 1.25403, -1.77428], [3.82583, -1.33155, 3.31885], [0.73160, 5.19846, -2.74883], [5.85438, 7.81211, -2.36808], [2.39955, -2.52864, 1.76483], [0.44360, 0.95460, -0.40865], [6.91022, 1.35799, 4.53300], [-2.66775, -0.23439, 3.55346], [7.74866, 6.15781, -2.74379], [3.03961, 4.56051, -3.15226], [5.23885, 9.64520, -0.83866], [1.61186, 0.44018, 0.17554], [6.31095, 6.35864, -2.24450], [2.71298, 0.13853, -0.64174], [1.52942, 1.00306, -2.57165], [7.87960, 6.46379, -4.22039], [2.81137, 3.29654, 1.10419], [3.20672, 4.30647, -1.78906], [-2.15485, 1.04072, 3.30024], [4.45543, 7.18419, 0.74080], [4.13416, 3.86767, -1.40484], [6.51106, 0.94565, 2.46453], [1.71206, 0.92728, 4.69670], [5.14999, 10.17609, -1.78939], [0.10975, 5.16608, -0.66681], [9.36977, 8.69053, -6.33017], [-0.44472, 1.12049, 0.20607], [2.81907, -4.62619, 1.50872], [6.40826, 4.05642, -1.00466], [7.30602, 0.37397, 4.77073], [-0.46657, 2.19737, 2.60971], [4.54355, 6.46777, 1.56087], [3.87620, 4.40288, -3.84264], [3.41025, 2.57664, 0.53022], [0.10920, -2.08405, 2.82791], [1.50819, 1.25713, -3.63185], [4.27333, 9.65334, -0.31864], [7.79195, 8.01363, 0.35094], [9.37013, 7.98764, -3.92787], [-0.48904, 1.69081, -2.20736], [3.37095, 1.53424, 4.91783], [6.46523, 5.58892, -7.19029], [-3.69500, -0.35375, 3.89456], [2.57509, 3.67217, 5.26114], [3.64856, 6.84981, 0.07675], [8.04862, 5.11934, -2.53077], [4.77063, -4.60644, 3.07199], [3.75147, 1.30479, 2.65492], [8.41540, 6.81409, -2.16415], [-2.77667, 1.92479, 3.44500], [2.20806, 4.80614, 3.27813], [4.10250, -0.41955, 3.85466], [1.56292, -2.54093, 1.05867], [-0.24913, 5.49261, -3.12095], [5.97430, 10.14518, -0.19430], [3.59963, -0.33437, -0.20806], [4.20427, 8.16332, 1.16846], [5.63404, 5.71952, -2.83602], [0.89919, 3.08305, 5.12992], [6.24533, 5.41262, 1.78215], [6.29356, 4.33268, 6.12340], [7.20454, 6.88198, 1.58116], [5.49976, 2.57581, 0.86253], [6.56491, 8.53395, 1.55855], [5.42475, -2.47860, 4.20943], [1.65421, 5.15207, -4.70569], [6.48205, 4.93004, -4.78186], [1.81386, 5.14871, 1.21380], [7.89385, 7.49518, -7.96690], [3.53917, 0.20564, -2.63269], [-2.25318, -2.35921, 3.53745], [0.70244, 3.91270, 2.97039], [5.59476, 4.97278, 3.81142]], "total_charge": 1, "lumo_energy_ev": -5.1}

---

{"formula": "C19H13N5O3Se3Te2Y", "method": "ωB97M-V/def2-TZVPD", "species": ["Te", "Te", "Y", "Se", "Se", "Se", "O", "O", "O", "N", "N", "N", "N", "N", "C", "C", "C", "C", "C", "C", "C", "C", "C", "C", "C", "C", "C", "C", "C", "C", "C", "C", "C", "H", "H", "H", "H", "H", "H", "H", "H", "H", "H", "H", "H", "H"], "xyz": [[3.39103, -0.85846, 0.83869], [3.09776, 1.65545, -0.12868], [0.11420, -0.18636, 0.07728], [0.81453, 2.38374, 0.58206], [-2.49562, 1.39194, 3.51004], [1.82789, -2.42699, -0.36263], [2.96602, -0.15099, -3.63028], [-1.75339, -1.21628, 0.42737], [1.01468, 0.13883, -1.93479], [-1.41987, 0.66914, -1.50127], [0.24886, -1.00863, 2.43485], [-1.16722, 0.83386, 2.50678], [-0.89098, 1.19985, -2.66434], [-2.45710, 0.03501, 4.63354], [-2.64955, 0.92823, -1.29179], [1.09510, 1.34139, -3.99059], [-3.80122, -1.21952, 1.60041], [-1.11056, -2.00880, 4.75599], [-5.50369, 0.41368, 1.09050], [-3.42125, 0.37601, -0.17293], [-0.76879, -0.30377, 3.02976], [-1.49063, -0.74608, 4.19752], [0.52716, -2.14924, 2.96205], [2.44541, 2.26141, -6.25928], [-2.94174, -0.70749, 0.60808], [0.53533, 2.31797, -4.81719], [0.36527, 0.86155, -2.78227], [-0.12538, -2.68515, 4.13580], [1.19260, 2.78650, -5.94055], [2.35661, 0.81958, -4.32453], [-5.04419, -0.66747, 1.84447], [-4.68933, 0.90369, 0.08395], [3.01882, 1.29011, -5.46357], [0.74234, 3.55264, -6.56083], [-0.43553, 2.70585, -4.53671], [3.98594, 0.86373, -5.69875], [2.38228, -0.37803, -2.86732], [0.18837, -3.65567, 4.49816], [-5.66644, -1.07961, 2.63241], [-1.62017, -2.39825, 5.62887], [-6.47875, 0.84673, 1.27635], [-5.03239, 1.72736, -0.53507], [-3.44255, -2.06633, 2.17566], [1.30189, -2.71509, 2.45225], [-3.16344, 1.57893, -1.99952], [2.97563, 2.61370, -7.13806]], "total_charge": -1, "lumo_energy_ev": 0.8, "de_lowest_kcal_mol": 13.56}

---

{"formula": "C5H14S", "method": "ωB97M-V/def2-TZVPD", "species": ["S", "C", "C", "C", "C", "C", "H", "H", "H", "H", "H", "H", "H", "H", "H", "H", "H", "H", "H", "H"], "xyz": [[-0.42742, 1.51219, -1.88129], [0.58048, 0.03611, -1.52097], [-0.75467, 2.37430, -0.32952], [-0.16160, -2.49300, 2.72440], [-0.00889, -0.96224, -0.56117], [1.03403, -1.56895, 2.56883], [0.38026, -1.95776, -0.78010], [-1.09014, -1.05772, -0.68183], [0.11729, -0.66262, 0.46946], [-0.84058, -2.25729, 1.90166], [0.10065, -3.52297, 2.69058], [1.55877, 0.39352, -1.19152], [0.75522, -0.35577, -2.52321], [0.98502, -0.51467, 2.81936], [0.02932, 3.11868, -0.19758], [1.81524, -1.86352, 3.29079], [1.53539, -1.71295, 1.62416], [-1.65013, 2.95394, -0.57253], [-0.69455, -2.31265, 3.62949], [-0.99895, 1.85612, 0.58535]], "smiles": "CCSC.CC", "lumo_energy_ev": 1.0, "de_lowest_kcal_mol": 14.13}

---

{"formula": "C3H6BrFO", "method": "ωB97M-V/def2-TZVPD", "species": ["Br", "F", "O", "C", "C", "C", "H", "H", "H", "H", "H", "H"], "xyz": [[2.83089, -0.52471, 0.04206], [1.04339, 1.15352, 0.90368], [0.96296, 1.06302, -1.26315], [-0.30290, -0.89660, 0.02666], [1.15840, 0.35725, -0.18688], [-1.56154, -0.11605, 0.47376], [-1.48743, 0.48301, 1.43020], [0.30180, -1.59702, 0.69052], [-0.36100, -1.21343, -1.01727], [-2.28635, -0.95999, 0.85053], [1.60050, 1.76902, -1.47820], [-1.89872, 0.48199, -0.47193]], "lumo_energy_ev": 0.7, "de_lowest_kcal_mol": 24.94}

---

{"formula": "C3H9NO2", "method": "ωB97M-V/def2-TZVPD", "species": ["O", "O", "N", "C", "C", "C", "H", "H", "H", "H", "H", "H", "H", "H", "H"], "xyz": [[-1.40186, -1.53025, -0.54429], [1.54872, 1.42293, -0.32283], [1.16133, -2.14695, 0.48224], [-0.57124, -0.50921, -0.52894], [0.80172, -0.69555, 0.36886], [2.06543, 0.16887, -0.27259], [1.40667, -2.32986, 1.41552], [-0.93243, 0.49774, -0.16065], [2.34494, -0.34988, -1.24605], [0.31668, -2.81855, 0.27812], [-4.70777, 4.94554, 0.10274], [0.59395, -0.14731, 1.37282], [2.91241, 0.03740, 0.37374], [-0.08334, -0.24393, -1.56547], [-5.45520, 3.69904, 0.24679]], "lumo_energy_ev": -4.1, "de_lowest_kcal_mol": 280.00}

---

{"formula": "C9H21BrN3O4", "method": "ωB97M-V/def2-TZVPD", "species": ["Br", "O", "O", "O", "O", "N", "N", "N", "C", "C", "C", "C", "C", "C", "C", "C", "C", "H", "H", "H", "H", "H", "H", "H", "H", "H", "H", "H", "H", "H", "H", "H", "H", "H", "H", "H", "H", "H"], "xyz": [[3.94089, -3.17044, 1.29480], [-0.42299, 0.62226, -3.13957], [-1.31798, 0.93721, -1.21624], [-5.38170, -0.20041, -0.96114], [-4.91777, 1.90010, -0.80383], [3.42468, 1.03853, -0.31148], [-1.38387, 0.75389, -2.41534], [-5.41823, 0.87178, -0.39795], [2.34440, -1.05794, -0.01953], [-6.13970, 0.92345, 0.89845], [3.78472, -0.42064, -0.17628], [-2.72815, 0.68494, -3.04231], [1.96124, -0.44190, 2.94227], [1.57455, -1.84119, 2.37125], [1.21473, 0.01427, -0.15233], [2.21762, -2.21357, 1.01081], [2.03685, 1.16253, -0.84680], [2.14008, 0.95078, -1.92630], [-2.82010, -0.29262, -3.50846], [4.13463, -0.77775, -1.14751], [2.59362, 0.17215, 2.28515], [2.24585, -1.59771, -0.97978], [1.02663, 0.11562, 3.12460], [4.15373, 1.58729, -0.76004], [1.56894, -2.96941, 0.54753], [-6.09043, 1.93662, 1.28161], [3.30947, 1.32553, 0.66358], [0.48242, -1.97535, 2.34996], [0.73282, 0.41904, 0.74940], [0.37198, -0.18572, -0.83313], [1.61871, 2.17432, -0.81634], [2.43348, -0.52558, 3.93062], [4.46181, -0.48472, 0.67808], [-5.64882, 0.22748, 1.57301], [-3.48274, 0.81763, -2.27507], [-2.78402, 1.47933, -3.78190], [-7.16833, 0.62783, 0.71129], [1.93099, -2.58761, 3.09889]], "total_charge": 1, "lumo_energy_ev": -2.9}

---

{"formula": "C15H23AsO3S9Tc", "method": "ωB97M-V/def2-TZVPD", "species": ["Tc", "As", "S", "S", "S", "S", "S", "S", "S", "S", "S", "O", "O", "O", "C", "C", "C", "C", "C", "C", "C", "C", "C", "C", "C", "C", "C", "C", "C", "H", "H", "H", "H", "H", "H", "H", "H", "H", "H", "H", "H", "H", "H", "H", "H", "H", "H", "H", "H", "H", "H", "H"], "xyz": [[0.16675, -1.19689, -1.00486], [-2.26208, 2.63805, -6.00380], [0.02567, -3.12990, -2.58699], [-1.67446, -2.35400, 0.01127], [2.07839, -2.30733, -0.49876], [-0.84920, 1.50338, -3.52968], [-0.42920, 1.51275, -5.58126], [-0.60425, -0.58902, -3.41354], [-1.61203, 1.45596, -0.16416], [0.65663, -0.78170, 1.31185], [-2.81856, 2.31799, -3.90140], [-2.36675, 1.90637, -1.33609], [-0.32275, 0.82243, -0.78064], [-2.28043, 0.49891, 0.66778], [0.13739, 6.12448, 3.11031], [-1.04491, 3.90468, 2.91028], [-0.16057, 5.02203, 0.92395], [2.45625, -0.91156, 1.56986], [-1.50378, -2.25867, 1.80518], [2.75662, -2.89598, -2.13150], [3.14984, -1.04138, 0.18721], [-0.04746, -2.18417, 2.28788], [-1.07103, 2.78219, 0.75907], [-0.35582, 4.95174, 2.31720], [-0.40833, 3.90496, 0.12484], [-1.28219, -4.19199, -1.85600], [-1.47433, 2.85296, 2.08406], [1.70573, -3.96322, -2.49262], [-1.39835, -4.11819, -0.36071], [2.77297, -1.73311, 2.27027], [-0.16056, 3.98201, -0.91888], [0.20989, 6.11632, 4.19157], [-2.16608, -1.44528, 2.08003], [2.78357, -2.06903, -2.79610], [-1.97057, -3.19504, 2.09982], [0.54880, -3.10816, 2.08734], [1.84082, -4.50917, -3.48169], [-2.22206, -3.82920, -2.23786], [3.16107, -0.06788, -0.36943], [-0.54820, 6.99265, 2.92519], [2.71989, 0.00448, 2.07533], [-1.15523, 3.84344, 3.98817], [1.08187, 6.46289, 2.69158], [-0.04201, -1.91452, 3.32562], [0.28082, 5.89636, 0.44448], [1.67848, -4.70573, -1.71217], [-2.03261, 2.07907, 2.51746], [4.11630, -1.42297, 0.34870], [3.71806, -3.31935, -1.97640], [-1.15114, -5.16462, -2.20192], [-0.47223, -4.40068, 0.13986], [-2.15863, -4.76738, 0.08029]], "total_charge": 3, "lumo_energy_ev": -11.3}

---

no.,electronic energy (Eh)
1,-2745.28022
2,-2747.22695
3,-9010.31219
4,-597.05478
5,-2866.96530
6,-324.52641
7,-3394.31824
8,-6710.35377